No. 1
Computed, not measured: a structure of composition C16H23N6O2PtS2, with the ωB97M-V functional and the def2-TZVPD basis.

Output
molar mass	590.61	g mol⁻¹
spin multiplicity	3
HOMO-LUMO gap (alpha / beta)	7.87 / 6.19	eV
net charge	+1

CARTESIAN COORDINATES (ANGSTROEM)
H (4.300, -1.852, 1.444)
H (-0.264, 1.106, 4.482)
H (2.787, -2.229, -1.772)
N (-0.503, 0.930, 2.447)
N (-2.713, 1.022, 1.557)
H (-4.245, 1.264, 2.900)
C (-1.400, 0.914, 1.434)
H (-5.308, -4.372, -1.436)
H (-2.733, 1.355, 4.906)
N (3.312, 1.407, 1.108)
H (4.590, 2.859, 0.223)
C (-5.013, -1.105, -1.192)
H (-4.348, 0.933, -1.176)
H (3.727, 2.492, -2.117)
C (3.122, 2.264, -1.235)
H (-2.965, -3.815, -1.247)
C (2.248, -1.350, -1.419)
H (4.518, -0.921, -0.024)
O (-0.440, 0.436, -2.148)
C (-2.713, -0.443, -1.230)
N (-0.769, 0.757, 0.224)
H (3.902, -0.029, -1.858)
Pt (1.246, 0.823, 0.581)
C (-2.342, 1.223, 3.909)
H (-6.528, -3.201, -1.391)
C (2.825, -0.072, -2.019)
C (-4.635, -2.453, -1.209)
C (-4.060, -0.108, -1.197)
C (3.995, 0.254, 1.738)
N (-5.581, -3.446, -1.156)
C (-2.321, -1.777, -1.246)
H (2.674, -0.109, -3.100)
H (3.220, 2.135, 1.807)
S (-1.508, 0.819, -1.240)
H (-1.269, -2.033, -1.278)
H (3.504, 0.074, 2.695)
C (-3.269, -2.775, -1.233)
C (4.047, 1.958, -0.063)
H (4.799, 1.228, -0.361)
H (1.390, 1.391, -2.009)
O (-2.143, 2.085, -1.436)
H (5.045, 0.487, 1.936)
H (-6.064, -0.845, -1.171)
C (-0.984, 1.091, 3.673)
H (2.512, 3.141, -1.015)
N (2.210, 1.143, -1.460)
H (1.198, -1.447, -1.701)
S (2.197, -1.377, 0.399)
C (-3.169, 1.175, 2.797)
C (3.917, -1.004, 0.880)



No. 2
Computed, not measured: a cluster of 7 separate species, C16H23N7 in total in a non-equilibrium geometry, with the ωB97M-V functional and the def2-TZVPD basis.

Output
molar mass	313.41	g mol⁻¹
HOMO-LUMO gap	8.53	eV

CARTESIAN COORDINATES (ANGSTROEM)
H (3.444, 13.040, -11.472)
N (2.774, 10.972, -9.265)
N (-2.723, 11.023, -9.249)
H (-0.457, 9.619, -11.081)
H (0.226, 9.942, -9.512)
C (2.865, 11.454, -10.298)
H (-1.901, 14.936, -8.725)
C (2.921, 12.086, -11.599)
H (1.816, 9.775, -7.693)
H (3.027, 9.869, -5.469)
H (-1.035, 13.819, -7.688)
H (0.742, 7.617, -8.180)
H (-1.584, 13.290, -9.306)
N (1.047, 14.968, -9.723)
C (-1.832, 8.895, -15.269)
C (-2.491, 8.622, -6.823)
H (2.828, 7.453, -4.370)
H (-3.252, 9.322, -7.147)
C (-2.313, 8.152, -14.125)
H (-3.291, 8.512, -13.821)
C (-0.961, 4.620, -8.944)
H (0.015, 11.280, -10.584)
C (0.076, 14.583, -9.280)
N (-1.426, 9.442, -16.180)
H (3.529, 11.531, -12.309)
C (-3.072, 7.363, -6.389)
C (-1.744, 10.660, -9.715)
C (-0.445, 10.341, -10.272)
H (-0.080, 4.419, -8.342)
C (-1.187, 14.113, -8.725)
C (1.747, 6.953, -6.278)
N (-3.534, 6.373, -6.037)
C (1.304, 7.789, -7.277)
H (1.938, 12.293, -12.009)
H (-1.743, 8.414, -7.584)
H (-1.623, 8.155, -13.283)
C (2.414, 9.047, -5.793)
N (-0.821, 6.918, -10.142)
H (-1.852, 4.563, -8.322)
H (-1.935, 9.043, -5.982)
H (1.501, 5.905, -6.213)
N (1.737, 9.061, -6.984)
H (-2.388, 7.099, -14.403)
C (-0.900, 5.905, -9.601)
H (-1.059, 3.836, -9.696)
C (2.383, 7.766, -5.299)



No. 3
Computed, not measured: the molecule C16H23NO3, with the ωB97M-V functional and the def2-TZVPD basis.

Output
molar mass	277.36	g mol⁻¹
HOMO-LUMO gap	8.76	eV

CARTESIAN COORDINATES (ANGSTROEM)
C (4.546, -1.128, 0.375)
H (5.999, 1.801, 1.186)
C (-4.399, -0.843, -0.606)
C (1.185, -1.463, -0.908)
H (-5.328, 0.735, -1.736)
H (3.953, 2.643, 0.185)
O (-2.208, -2.075, 0.695)
H (-6.773, 1.572, 0.088)
H (-4.452, 2.427, -0.023)
H (0.136, -2.025, 0.919)
C (4.106, 1.577, 0.232)
H (-0.717, 0.489, -0.354)
C (-3.185, -0.035, -0.149)
H (0.803, 2.668, -1.462)
H (-2.688, 1.403, 1.393)
H (-4.137, -1.423, -1.493)
C (-3.551, 0.811, 1.078)
H (-6.441, -0.529, -1.209)
C (3.144, 0.716, -0.284)
H (-4.659, -1.550, 0.184)
C (3.363, -0.672, -0.200)
C (-2.042, -0.965, 0.237)
N (-0.814, -0.414, 0.082)
H (-3.814, 0.139, 1.897)
H (6.407, -0.646, 1.305)
O (1.982, 1.168, -0.874)
H (0.833, -2.410, -1.322)
H (1.033, -0.675, -1.653)
H (-4.985, 2.310, 1.657)
H (-6.247, 0.247, 1.131)
H (2.535, 3.059, -1.528)
O (2.557, -1.673, -0.666)
C (-5.581, 0.071, -0.905)
C (0.408, -1.118, 0.376)
C (1.757, 2.553, -0.948)
H (1.042, -0.497, 1.018)
C (5.500, -0.259, 0.867)
H (4.690, -2.195, 0.417)
H (1.688, 3.007, 0.046)
C (5.274, 1.101, 0.801)
C (-5.937, 0.908, 0.319)
C (-4.731, 1.727, 0.769)
H (-2.862, 0.629, -0.959)



No. 4
Computed, not measured: the molecule C16H23NO5S, with the ωB97M-V functional and the def2-TZVPD basis.

Output
molar mass	341.43	g mol⁻¹
HOMO-LUMO gap	9.53	eV

CARTESIAN COORDINATES (ANGSTROEM)
O (-0.374, -0.300, 4.149)
H (2.368, 2.048, 0.210)
H (-0.268, -1.708, 6.380)
O (-0.095, -0.593, 1.953)
H (2.384, 1.254, 2.607)
S (0.389, 2.816, -1.418)
H (-2.513, -0.771, -3.055)
C (-0.862, 2.416, 2.296)
H (-0.676, 3.473, 2.488)
H (-1.823, 2.145, 2.736)
H (1.416, -3.802, -5.830)
H (2.114, 0.724, -2.287)
H (1.224, -2.083, -5.456)
C (0.270, 1.602, 2.946)
H (1.863, 2.939, 2.432)
C (-0.900, 2.190, 0.788)
O (-0.704, 3.702, -1.697)
C (1.593, 1.902, 2.227)
N (0.383, 2.541, 0.226)
H (0.954, -3.538, -3.394)
O (-0.824, -2.506, -3.672)
C (0.714, -3.042, -5.498)
C (0.152, -3.423, -4.132)
H (0.091, -2.300, 3.971)
H (0.353, 1.885, 3.999)
C (1.106, 0.378, -2.448)
O (1.718, 3.226, -1.768)
C (-1.116, -1.926, 5.736)
H (-1.639, 2.840, 0.319)
C (0.861, -0.882, -2.968)
C (1.462, 1.716, 0.718)
H (-1.149, 1.140, 0.572)
H (-0.094, -2.968, -6.221)
H (1.698, -1.524, -3.193)
C (-0.750, -1.673, 4.287)
C (-1.253, 0.822, -2.363)
H (1.282, 0.656, 0.489)
H (-1.947, -1.290, 6.029)
H (-0.386, -4.372, -4.204)
C (-1.506, -0.431, -2.877)
H (-2.052, 1.511, -2.139)
H (-1.402, -2.966, 5.865)
C (-0.452, -1.299, -3.186)
C (-0.072, 0.124, 2.921)
C (0.056, 1.222, -2.155)
H (-1.594, -1.876, 3.618)